Record 1
Entry from the OMol25 dataset: C19H39F3GdO5Si as an isolated structure in a non-equilibrium geometry (ωB97M-V/def2-TZVPD).

Summary:
Multiplicity: 8
Charge: +3
Kohn-Sham gap (alpha / beta) (eV): 4.730 / 3.743
<S²>: 16.77
HOMO energy (alpha / beta) (eV): -15.681 / -15.679
F_max (eV/A): 6.1

Each line ends with the Mulliken spin population.
CARTESIAN COORDINATES (ANGSTROEM)
C  1.2450  -4.0341  -0.2993  0.00
C  0.5075  -4.2858  -1.6194  0.00
C  0.9519  -3.4022  -2.7847  0.00
C  0.6785  -1.8895  -2.6444  0.00
O  -0.2021  -1.5465  -1.5632  0.00
Si  0.2503  -0.1563  -0.7608  0.00
C  1.6947  -0.6574  0.3815  0.00
C  2.5988  0.5351  0.8185  0.01
C  4.0736  0.0764  0.7464  0.01
C  5.0560  1.2885  0.8204  0.02
C  5.5281  1.3965  2.2782  0.06
O  5.9969  2.6501  2.7012  0.66
C  6.5982  3.4715  1.7316  0.01
C  0.8003  1.2226  -1.9295  0.00
C  0.0335  2.5488  -1.7774  0.00
O  -1.1322  2.4682  -2.5817  0.00
C  -2.2724  3.1119  -2.0661  0.00
C  -2.7397  4.2304  -2.9828  0.00
F  -2.5876  3.9451  -4.2297  0.00
F  -2.0581  5.3353  -2.7102  0.00
F  -4.0077  4.4816  -2.7407  0.00
C  -1.1690  0.4468  0.3766  0.01
O  -2.0862  -0.6327  0.7356  -0.06
C  -3.3700  -0.0933  0.9091  0.09
C  -4.2579  -1.0918  1.6302  -0.06
O  -5.3923  -0.3547  2.1490  -0.01
C  -6.6193  -1.1103  1.9861  0.00
C  -6.6754  -2.3862  2.9451  0.05
H  2.2583  -3.6951  -0.4942  0.00
H  1.3557  -4.9743  0.2301  0.00
H  0.6861  -3.3228  0.2958  0.00
H  0.7581  -5.3042  -1.9081  0.00
H  -0.5725  -4.2710  -1.5051  0.00
H  0.5342  -3.7987  -3.7028  0.00
H  2.0279  -3.5313  -2.8866  0.00
H  1.6410  -1.3701  -2.5926  0.00
H  0.2089  -1.5376  -3.5608  0.00
H  1.3271  -1.2039  1.2422  0.00
H  2.3114  -1.3135  -0.2249  0.00
H  2.4424  1.4335  0.2250  0.00
H  2.4079  0.8078  1.8569  0.00
H  4.2518  -0.4483  -0.1856  0.00
H  4.2458  -0.6174  1.5676  0.00
H  5.8825  1.0863  0.1486  0.00
H  4.4987  2.1627  0.5005  0.02
H  4.6812  1.1650  2.9241  0.02
H  6.2741  0.6023  2.4531  0.08
H  7.2875  2.9383  1.0789  0.02
H  7.1443  4.2506  2.2535  0.01
H  5.7957  3.9792  1.1795  0.07
H  1.8669  1.4145  -1.8470  0.00
H  0.6213  0.8609  -2.9395  0.00
H  0.6684  3.3448  -2.1678  0.00
H  -0.1719  2.7674  -0.7269  0.00
H  -2.1731  3.4804  -1.0469  0.00
H  -3.0843  2.3763  -2.0563  0.00
H  -1.7562  1.2147  -0.1261  -0.01
H  -0.7307  0.8930  1.2734  0.00
H  -3.7891  0.0992  -0.0794  -0.01
H  -3.3289  0.8099  1.5167  0.00
H  -4.6283  -1.8826  0.9157  0.01
H  -3.6595  -1.5167  2.4986  -0.35
H  -6.8217  -1.3958  0.9557  0.00
H  -7.4521  -0.5030  2.3097  0.00
H  -6.1051  -2.0896  3.8960  -0.12
H  -7.7184  -2.5251  3.1954  0.01
H  -6.2469  -3.3217  2.4593  0.07
Gd  -4.3822  -2.6321  3.5544  6.38

---

Record 2
Entry from the OMol25 dataset: C19H39F3NOPtSSbSi3 as an isolated structure (ωB97M-V/def2-TZVPD).

Summary:
Multiplicity: 5
Charge: +2
Kohn-Sham gap (alpha / beta) (eV): 8.011 / 4.934
<S²>: 6.03
HOMO energy (alpha / beta) (eV): -13.560 / -14.273
F_max (eV/A): 0.2

Each line ends with the Mulliken spin population.
CARTESIAN COORDINATES (ANGSTROEM)
Pt  0.5211  -1.0150  0.5673  1.63
F  -3.7716  -4.0061  1.3899  0.01
C  -2.8605  -4.4761  2.2561  0.01
F  -3.4983  -5.1516  3.2062  0.00
F  -2.0739  -5.3277  1.5870  0.00
C  -2.0507  -3.3406  2.8357  -0.01
C  -2.0045  -3.0933  4.2012  0.00
C  -1.2365  -2.0461  4.6890  0.02
C  -0.5358  -1.2584  3.7929  0.00
N  -0.6000  -1.4842  2.4806  0.14
C  -1.3243  -2.5068  2.0030  -0.01
S  -1.1398  -2.5867  0.2473  0.52
H  -2.5625  -3.7275  4.8768  0.00
H  -1.1803  -1.8428  5.7480  0.00
H  0.0791  -0.4289  4.1155  0.01
C  -4.0721  1.1645  -1.6040  0.01
Si  -2.8847  2.4304  -0.9611  0.16
C  -2.5778  3.8821  -2.0644  0.04
C  -3.0582  2.8123  0.8474  0.06
Sb  -0.4923  1.1179  -0.6895  0.59
Si  1.2885  2.8407  0.1967  0.03
C  0.7242  4.5329  -0.3341  0.02
C  1.1994  2.5801  2.0383  0.01
C  2.8908  2.3206  -0.5911  0.00
Si  -0.4135  -0.0584  -3.2386  0.13
C  -1.6704  -1.4074  -3.2161  0.01
C  -0.7968  1.3942  -4.3224  0.03
C  1.3624  -0.5765  -3.2398  0.06
H  -5.0828  1.5768  -1.5184  0.01
H  -4.0460  0.2408  -1.0250  0.00
H  -3.9079  0.9378  -2.6575  0.00
H  -3.5126  4.4528  -2.1039  0.01
H  -2.3307  3.5953  -3.0850  0.00
H  -1.8061  4.5472  -1.6813  -0.01
H  -4.0180  3.3239  0.9805  0.02
H  -2.2783  3.4804  1.2149  0.00
H  -3.0806  1.9122  1.4621  0.00
H  -0.2048  4.8385  0.1492  0.00
H  0.6063  4.5982  -1.4166  0.00
H  1.4889  5.2618  -0.0514  0.00
H  0.2665  2.9628  2.4558  0.00
H  2.0223  3.1179  2.5161  0.00
H  1.2956  1.5264  2.3073  -0.01
H  2.9923  2.7477  -1.5897  0.01
H  3.0163  1.2387  -0.6433  0.00
H  3.7074  2.7119  0.0226  0.00
H  -2.6769  -1.0488  -3.0069  0.00
H  -1.4250  -2.2054  -2.5187  0.00
H  -1.6804  -1.8461  -4.2208  0.00
H  -1.8551  1.6534  -4.3107  0.00
H  -0.5410  1.1173  -5.3512  0.01
H  -0.2010  2.2718  -4.0700  0.00
H  1.6160  -1.2344  -2.4089  -0.02
H  2.0422  0.2760  -3.2423  0.00
H  1.5210  -1.1319  -4.1719  0.01
C  4.6779  -1.5640  0.0711  0.03
C  3.3812  -2.0171  0.7255  0.00
C  2.8778  -3.3202  0.1303  0.01
C  3.5109  -2.0963  2.2386  0.02
O  2.4228  -0.9559  0.4505  0.45
H  5.4836  -2.2498  0.3325  0.00
H  4.9538  -0.5682  0.4169  0.00
H  4.5821  -1.5500  -1.0146  0.00
H  3.6347  -4.0952  0.2527  0.00
H  2.6777  -3.2091  -0.9364  0.00
H  1.9676  -3.6647  0.6268  0.00
H  4.2588  -2.8428  2.5073  0.00
H  2.5626  -2.3942  2.6925  0.00
H  3.8198  -1.1372  2.6533  0.00

---

Record 3
Entry from the OMol25 dataset: C19H39ILaNO11P2 as an isolated structure in a non-equilibrium geometry (ωB97M-V/def2-TZVPD).

Summary:
Kohn-Sham gap (eV): 8.736
ΔE to the lowest compared entry with this formula, charge and spin (eV): 0.0000
HOMO energy (eV): -8.309
F_max (eV/A): 2.5

Each line ends with the Löwdin charge.
CARTESIAN COORDINATES (ANGSTROEM)
La  -14.6416  5.5837  9.6563  1.73
O  -16.4643  7.4909  8.9390  -0.20
C  -17.0192  8.4915  9.8566  -0.16
C  -15.9036  8.6496  10.8501  -0.16
N  -15.2941  7.4148  11.4552  -0.25
C  -16.1609  6.9079  12.5288  -0.11
C  -17.1136  5.7911  12.0419  -0.61
O  -18.1735  5.5783  12.6122  0.04
O  -16.5150  4.9992  11.1436  -0.27
C  -14.0280  7.8710  12.0796  -0.11
C  -12.8234  7.8355  11.0748  -0.58
O  -11.6790  8.1280  11.4700  0.01
O  -13.1305  7.3633  9.8875  -0.29
H  -17.0120  7.4273  8.1307  0.11
H  -18.0029  8.1890  10.2023  0.13
H  -17.1087  9.4766  9.3630  0.13
H  -16.1552  9.2704  11.7194  0.14
H  -15.1385  9.0620  10.2996  0.09
H  -16.7216  7.6928  13.0511  0.13
H  -15.4981  6.3498  13.2034  0.13
H  -13.7827  7.1112  12.7980  0.10
H  -14.1113  8.8534  12.6011  0.15
C  -11.0592  6.4936  8.0670  -0.04
C  -10.8085  5.1091  8.5819  -0.42
C  -10.6729  4.1647  7.4465  -0.06
O  -11.8902  4.5850  9.4752  -0.28
P  -11.8038  4.3630  11.0977  0.49
O  -12.9236  5.0810  11.7407  -0.31
C  -11.9177  2.5561  11.2697  -0.20
P  -13.4421  1.8883  10.5244  0.46
O  -14.3059  2.9771  10.0363  -0.40
O  -12.9806  0.9166  9.3602  -0.18
C  -13.8238  -0.2451  8.8797  -0.39
C  -12.9760  -1.4453  9.2176  -0.03
C  -14.0963  -0.0637  7.4093  -0.02
O  -14.0991  1.0227  11.6468  -0.18
C  -15.1198  1.6123  12.5506  -0.41
C  -14.4562  2.3926  13.6527  -0.02
C  -15.9249  0.4394  13.0395  -0.04
O  -10.3553  4.5293  11.6586  -0.17
C  -9.7609  5.8778  11.9728  -0.39
C  -8.4347  5.9313  11.2968  -0.04
C  -9.6746  6.0191  13.4842  -0.02
H  -10.2371  6.6471  7.3883  0.09
H  -11.0510  7.2374  8.8454  0.06
H  -11.9910  6.5685  7.4709  0.08
H  -9.8793  5.0945  9.1669  0.11
H  -11.4213  4.2506  6.6485  0.07
H  -10.7342  3.1212  7.8289  0.09
H  -9.6268  4.1910  7.0978  0.10
H  -11.9270  2.2569  12.3132  0.07
H  -11.0109  2.0583  10.8380  0.10
H  -14.7518  -0.1858  9.4158  0.13
H  -12.0412  -1.3040  8.7119  0.08
H  -13.4389  -2.3123  8.8164  0.07
H  -12.7916  -1.4690  10.3053  0.10
H  -13.1943  -0.0485  6.8315  0.09
H  -14.7587  0.7527  7.2956  0.07
H  -14.5721  -0.9676  7.1530  0.07
H  -15.7206  2.2158  11.9087  0.12
H  -13.8977  1.7227  14.2232  0.07
H  -15.3062  2.8328  14.2131  0.11
H  -13.7986  3.1846  13.3246  0.06
H  -15.3779  -0.1735  13.7570  0.09
H  -16.1331  -0.1711  12.1953  0.06
H  -16.9517  0.7745  13.4424  0.13
H  -10.3825  6.6050  11.4947  0.09
H  -7.7024  5.2753  11.7721  0.10
H  -8.1281  6.9437  11.2359  0.09
H  -8.5223  5.6769  10.2369  0.07
H  -9.2459  5.0749  13.8739  0.10
H  -10.6380  6.0937  13.9305  0.07
H  -9.0588  6.8640  13.8035  0.10
I  -14.8724  4.6872  6.7232  -0.14

---

Record 4
Entry from the OMol25 dataset: a 3-piece molecular cluster, C19H39NO8 overall in a non-equilibrium geometry (ωB97M-V/def2-TZVPD).

Summary:
Kohn-Sham gap (eV): 9.451
Structure (SMILES): CCCN[C@]1(CCCC(=O)O)CCOC1=O.COCCOC.COCCOC
ΔE to the lowest compared entry with this formula, charge and spin (eV): 5.1169
HOMO energy (eV): -9.059
F_max (eV/A): 4.8

Each line ends with the Löwdin charge.
CARTESIAN COORDINATES (ANGSTROEM)
C  -4.7109  0.2268  -0.3340  -0.14
C  -4.7958  0.4733  -1.9427  -0.22
C  -4.3629  1.9882  -2.2795  -0.23
N  -3.1055  2.1203  -3.0724  -0.02
C  -1.9911  2.7450  -2.3118  -0.35
C  -1.4177  1.6208  -1.3199  -0.10
C  -0.0190  0.9758  -1.7755  -0.15
C  -0.2095  -0.1865  -2.9013  -0.06
C  0.3522  0.2171  -4.3331  -0.41
O  -0.2394  -0.2694  -5.3390  0.02
O  1.4199  1.1046  -4.5756  0.04
C  -2.2235  4.2228  -1.6720  -0.08
C  -0.6530  4.5774  -1.4345  -0.14
O  -0.0614  4.0646  -2.6757  -0.06
C  -0.9606  3.2539  -3.4646  -0.31
O  -0.9705  3.0454  -4.6832  0.12
H  -4.1519  1.0652  0.2113  0.06
H  -4.0753  -0.7213  -0.1707  0.07
H  -5.7404  0.1339  0.1539  0.07
H  -5.9094  0.3649  -2.2231  0.10
H  -4.1274  -0.2683  -2.4879  0.10
H  -5.2125  2.4250  -2.9303  0.12
H  -4.3869  2.5732  -1.3022  0.10
H  -3.3586  2.6478  -3.9160  0.11
H  -1.3175  2.0334  -0.2453  0.12
H  -2.1541  0.7382  -1.2252  0.11
H  0.3796  0.4097  -0.8497  0.11
H  0.7882  1.7297  -2.0469  0.11
H  0.3514  -1.1446  -2.5851  0.13
H  -1.3098  -0.4770  -3.0056  0.12
H  1.3799  1.2697  -5.5525  0.13
H  -2.9100  4.2408  -0.7541  0.12
H  -2.5718  4.8327  -2.5743  0.13
H  -0.3949  3.9999  -0.4714  0.13
H  -0.6665  5.7125  -1.3056  0.13
C  3.4269  -1.0294  0.9026  -0.10
O  2.7517  -1.2547  -0.3273  -0.21
C  3.6521  -1.3657  -1.4282  -0.19
C  3.8793  -2.8233  -1.8159  -0.20
O  4.5626  -3.5342  -0.7858  -0.19
C  3.6852  -4.3288  -0.0008  -0.11
H  2.7212  -1.2093  1.7170  0.07
H  4.2806  -1.6987  1.0340  0.09
H  3.7626  0.0114  0.9549  0.09
H  4.6009  -0.8659  -1.2068  0.13
H  3.1896  -0.8461  -2.2740  0.12
H  4.5190  -2.8543  -2.7033  0.13
H  2.9333  -3.3151  -2.0674  0.12
H  3.4005  -5.2266  -0.5599  0.09
H  2.7866  -3.7798  0.2941  0.08
H  4.2167  -4.6339  0.9018  0.09
C  1.5290  -3.0569  4.5834  -0.11
O  1.6801  -1.6886  4.2334  -0.21
C  0.4326  -1.0639  3.9380  -0.20
C  -0.0657  -0.2315  5.1150  -0.20
O  -0.3908  -1.0547  6.2325  -0.19
C  0.6292  -1.0556  7.2214  -0.11
H  2.4626  -3.3970  5.0370  0.09
H  0.7207  -3.2123  5.3021  0.08
H  1.3415  -3.6510  3.6831  0.09
H  -0.3138  -1.8074  3.6391  0.13
H  0.6021  -0.3982  3.0850  0.12
H  -0.9861  0.2806  4.8174  0.12
H  0.6677  0.5327  5.3942  0.13
H  0.5974  -0.1172  7.7852  0.09
H  1.6234  -1.1885  6.7861  0.08
H  0.4382  -1.8816  7.9078  0.09